{"formula": "C8H6N2", "method": "ωB97M-V/def2-TZVPD", "orbital_gap_ev": [6.6, 6.5], "lumo_energy_ev": [-0.630, -0.753], "total_charge": 0, "de_lowest_ev": 6.628, "elements": ["C", "C", "C", "C", "C", "C", "C", "C", "N", "N", "H", "H", "H", "H", "H", "H"], "coordinates": [[-4.336, -1.947, 0.199], [-1.205, 2.239, 0.097], [-0.127, 1.311, 0.015], [-2.539, 1.899, -0.043], [-2.216, -0.825, 0.219], [-0.032, -0.062, 0.045], [-3.440, -1.103, 0.179], [1.335, -0.731, -0.033], [-1.090, -0.750, -0.149], [-3.504, 1.342, -0.347], [-0.885, 3.240, 0.231], [0.790, 1.872, 0.088], [-5.238, -2.332, -0.314], [1.526, -0.483, -1.139], [2.263, -0.593, 0.521], [1.064, -1.782, 0.043]]}

***

{"formula": "C38H104N8O10", "method": "ωB97M-V/def2-TZVPD", "orbital_gap_ev": 9.2, "smiles": "COC[C@H](C)N.COC[C@H](C)N.COC[C@H](C)N.COC[C@H](C)N.COC[C@H](C)N.COC[C@H](C)N.COC[C@H](C)N.COC[C@H](C)N.CC(C)O.CC(C)O", "lumo_energy_ev": 0.628, "total_charge": 0, "de_lowest_ev": 1.540, "elements": ["C", "O", "C", "C", "C", "N", "H", "H", "H", "H", "H", "H", "H", "H", "H", "H", "H", "C", "O", "C", "C", "C", "N", "H", "H", "H", "H", "H", "H", "H", "H", "H", "H", "H", "C", "O", "C", "C", "C", "N", "H", "H", "H", "H", "H", "H", "H", "H", "H", "H", "H", "C", "O", "C", "C", "C", "N", "H", "H", "H", "H", "H", "H", "H", "H", "H", "H", "H", "C", "O", "C", "C", "C", "N", "H", "H", "H", "H", "H", "H", "H", "H", "H", "H", "H", "C", "O", "C", "C", "C", "N", "H", "H", "H", "H", "H", "H", "H", "H", "H", "H", "H", "C", "O", "C", "C", "C", "N", "H", "H", "H", "H", "H", "H", "H", "H", "H", "H", "H", "C", "O", "C", "C", "C", "N", "H", "H", "H", "H", "H", "H", "H", "H", "H", "H", "H", "C", "C", "C", "O", "H", "H", "H", "H", "H", "H", "H", "H", "C", "C", "C", "O", "H", "H", "H", "H", "H", "H", "H", "H"], "coordinates": [[1.278, 2.436, -3.215], [0.067, 3.100, -2.853], [-1.083, 2.511, -3.451], [-2.355, 2.863, -2.657], [-2.318, 2.184, -1.306], [-3.510, 2.420, -3.504], [2.009, 3.084, -2.660], [1.495, 2.508, -4.288], [1.270, 1.419, -2.825], [-1.186, 2.913, -4.484], [-0.955, 1.372, -3.491], [-2.314, 4.017, -2.606], [-1.424, 2.394, -0.740], [-2.412, 1.092, -1.403], [-3.210, 2.527, -0.742], [-4.333, 2.322, -2.979], [-3.599, 2.808, -4.404], [3.024, -3.391, 1.847], [1.624, -3.130, 2.091], [1.504, -2.814, 3.497], [0.071, -2.453, 3.883], [0.023, -2.432, 5.432], [-0.985, -3.397, 3.466], [3.455, -3.919, 2.673], [3.686, -2.484, 1.752], [3.147, -3.889, 0.873], [1.800, -3.642, 4.096], [2.145, -1.992, 3.807], [-0.169, -1.524, 3.447], [0.952, -1.917, 5.759], [0.020, -3.408, 5.865], [-0.900, -1.961, 5.815], [-0.838, -3.644, 2.506], [-0.999, -4.287, 3.994], [2.319, -1.761, -3.518], [3.142, -0.626, -3.295], [4.455, -0.965, -3.507], [5.498, 0.079, -2.996], [5.467, 1.293, -3.894], [6.772, -0.544, -3.066], [2.647, -2.441, -4.345], [1.330, -1.309, -3.765], [2.206, -2.393, -2.610], [4.754, -1.931, -2.963], [4.584, -1.102, -4.608], [5.120, 0.416, -2.029], [4.655, 2.019, -3.890], [5.510, 0.995, -5.018], [6.320, 1.926, -3.668], [7.341, -0.252, -3.800], [6.959, -1.546, -2.904], [-0.442, -3.919, -1.111], [0.695, -4.299, -1.831], [1.394, -5.362, -1.170], [2.703, -5.683, -1.961], [2.312, -5.825, -3.404], [3.498, -6.750, -1.311], [-0.946, -3.107, -1.688], [-0.265, -3.674, -0.036], [-1.110, -4.790, -1.217], [1.732, -5.080, -0.207], [0.805, -6.303, -1.141], [3.359, -4.827, -1.636], [1.591, -5.039, -3.682], [1.832, -6.793, -3.636], [3.077, -5.588, -4.117], [4.407, -6.687, -1.749], [3.149, -7.653, -1.568], [3.401, -0.054, 5.769], [3.258, 1.314, 6.251], [1.905, 1.742, 6.388], [1.866, 3.226, 6.190], [0.407, 3.746, 6.476], [2.322, 3.691, 4.912], [2.821, -0.231, 4.833], [3.058, -0.834, 6.470], [4.425, -0.188, 5.592], [1.315, 1.354, 5.548], [1.507, 1.546, 7.403], [2.595, 3.663, 6.901], [-0.088, 3.239, 7.295], [-0.220, 3.489, 5.591], [0.325, 4.830, 6.604], [1.782, 3.375, 4.107], [3.188, 3.229, 4.736], [-5.871, 1.672, 3.283], [-4.634, 2.011, 3.811], [-3.513, 1.914, 2.937], [-2.310, 2.364, 3.725], [-1.002, 2.161, 2.881], [-2.146, 1.595, 4.920], [-6.225, 2.444, 2.573], [-6.591, 1.651, 4.085], [-5.846, 0.660, 2.831], [-3.357, 0.862, 2.688], [-3.616, 2.540, 2.029], [-2.451, 3.400, 4.054], [-0.134, 2.479, 3.434], [-0.967, 2.645, 1.930], [-0.950, 1.095, 2.827], [-1.861, 0.646, 4.826], [-2.962, 1.605, 5.467], [-4.447, -2.137, 0.714], [-4.241, -1.420, -0.508], [-4.774, -1.965, -1.688], [-4.982, -0.827, -2.636], [-5.804, 0.288, -1.921], [-5.602, -1.316, -3.821], [-3.921, -1.579, 1.510], [-4.128, -3.195, 0.597], [-5.532, -2.231, 0.882], [-4.155, -2.754, -2.116], [-5.823, -2.372, -1.520], [-4.068, -0.298, -2.899], [-5.285, 0.794, -1.158], [-6.769, -0.181, -1.555], [-6.147, 0.976, -2.724], [-5.525, -0.584, -4.517], [-6.605, -1.437, -3.661], [2.782, 1.347, 1.931], [1.998, 0.352, 1.263], [1.406, 0.817, 0.064], [0.550, -0.424, -0.529], [-0.616, -0.699, 0.427], [1.323, -1.603, -0.664], [2.466, 2.352, 1.579], [3.812, 1.179, 1.788], [2.599, 1.124, 3.034], [0.744, 1.655, 0.316], [2.152, 1.138, -0.693], [0.174, -0.138, -1.563], [-0.970, 0.226, 0.865], [-0.256, -1.356, 1.181], [-1.417, -1.128, -0.169], [2.189, -1.351, -1.122], [1.553, -1.997, 0.252], [-0.232, 5.905, 1.221], [0.789, 5.668, 0.196], [2.135, 6.213, 0.641], [0.859, 4.215, 0.102], [-0.242, 6.987, 1.480], [0.050, 5.248, 2.140], [-1.196, 5.542, 0.850], [0.527, 6.091, -0.777], [2.909, 6.052, -0.047], [2.324, 5.648, 1.534], [2.152, 7.266, 1.009], [0.615, 3.986, -0.768], [-2.277, -1.221, -7.113], [-2.527, -1.010, -5.603], [-1.262, -1.147, -4.890], [-3.079, 0.329, -5.629], [-3.272, -1.034, -7.637], [-1.796, -2.111, -7.469], [-1.609, -0.426, -7.383], [-3.321, -1.643, -5.122], [-1.334, -1.071, -3.820], [-0.539, -0.441, -5.256], [-0.656, -2.133, -5.066], [-2.982, 0.785, -4.754]]}

***

{"formula": "C18H15BCoIN4O3S", "method": "ωB97M-V/def2-TZVPD", "orbital_gap_ev": [7.0, 7.0], "lumo_energy_ev": [-7.237, -7.237], "total_charge": 2, "de_lowest_ev": 0.078, "elements": ["Co", "N", "C", "C", "C", "C", "C", "C", "N", "C", "C", "C", "S", "C", "N", "H", "H", "H", "H", "H", "H", "H", "N", "C", "O", "C", "I", "H", "H", "H", "H", "O", "B", "O", "C", "C", "C", "C", "C", "C", "H", "H", "H", "H"], "coordinates": [[0.501, 0.462, -0.401], [-1.273, 2.660, 2.312], [-0.532, 1.955, 3.261], [-0.472, 2.050, 4.646], [0.380, 1.173, 5.281], [1.149, 0.237, 4.567], [1.093, 0.151, 3.193], [0.233, 1.031, 2.544], [-0.056, 1.214, 1.198], [-0.963, 2.178, 1.108], [-1.479, 2.421, -0.227], [-2.409, 3.236, -0.774], [-2.573, 2.896, -2.442], [-1.394, 1.688, -2.333], [-0.901, 1.544, -1.127], [-1.941, 3.391, 2.505], [-1.062, 2.770, 5.198], [0.460, 1.203, 6.359], [1.800, -0.430, 5.116], [1.688, -0.568, 2.646], [-2.999, 4.006, -0.301], [-1.084, 1.097, -3.182], [2.338, -2.578, -0.292], [2.870, -1.384, -0.276], [2.167, -0.320, -0.320], [4.349, -1.230, -0.239], [5.031, -1.132, -2.262], [1.332, -2.690, -0.384], [2.929, -3.396, -0.284], [4.842, -2.071, 0.239], [4.616, -0.296, 0.241], [-1.951, -0.871, 0.523], [-0.748, -0.956, -0.105], [-0.483, -2.223, -0.587], [-1.618, -2.973, -0.239], [-1.882, -4.298, -0.490], [-3.101, -4.771, -0.013], [-3.988, -3.945, 0.672], [-3.704, -2.604, 0.913], [-2.497, -2.152, 0.435], [-1.193, -4.934, -1.028], [-3.363, -5.806, -0.181], [-4.924, -4.355, 1.025], [-4.388, -1.957, 1.442]]}

***

{"formula": "C18H19BN6Pt", "method": "ωB97M-V/def2-TZVPD", "s2": 2.048, "orbital_gap_ev": [7.7, 7.2], "lumo_energy_ev": [0.707, -0.563], "spin_multiplicity": 3, "total_charge": 0, "elements": ["H", "N", "B", "N", "C", "Pt", "H", "C", "H", "C", "H", "C", "H", "H", "H", "N", "N", "N", "N", "C", "C", "H", "H", "C", "C", "C", "C", "H", "H", "H", "H", "H", "C", "C", "C", "C", "C", "C", "C", "C", "H", "H", "H", "H", "H"], "coordinates": [[1.766, -2.755, -0.355], [0.729, -1.446, -1.655], [-0.361, -0.098, -3.475], [0.528, -1.296, -2.992], [1.287, -2.227, -3.605], [-0.147, -0.467, -0.172], [1.285, -2.293, -4.678], [1.917, -3.008, -2.625], [2.573, -3.843, -2.743], [1.532, -2.509, -1.389], [-0.452, -0.041, -4.665], [-0.737, 2.053, 1.412], [-0.769, 2.410, 2.429], [-1.545, 1.374, 1.007], [-0.722, 2.957, 0.832], [0.325, 1.151, -2.835], [-1.728, -0.223, -2.743], [0.530, 1.201, -1.479], [-1.773, -0.242, -1.372], [0.775, 2.296, -3.419], [-2.995, -0.228, -3.199], [0.699, 2.412, -4.486], [-3.156, -0.229, -4.256], [1.312, 3.089, -2.417], [-3.857, -0.345, -2.110], [1.134, 2.383, -1.219], [-3.065, -0.357, -0.972], [1.778, 4.043, -2.572], [-4.921, -0.447, -2.146], [1.392, 2.736, -0.243], [-3.317, -0.408, 0.084], [0.211, 1.537, 1.285], [0.029, -1.061, 1.528], [0.086, -1.519, 2.691], [0.222, -1.674, 4.065], [1.262, -1.017, 4.755], [1.367, -1.057, 6.151], [0.436, -1.796, 6.912], [-0.580, -2.496, 6.238], [-0.678, -2.438, 4.841], [1.981, -0.438, 4.197], [2.165, -0.515, 6.670], [0.508, -1.814, 8.012], [-1.301, -3.066, 6.834], [-1.483, -2.975, 4.359]]}

***

no.,molar mass (g mol⁻¹),electronic energy (Ha)
1,130.15,-417.699184
2,833.30,-2700.399860
3,564.06,-3242.767431
4,525.28,-1169.908913